{
  "formula": "C21H28N2OS2",
  "method": "the ωB97M-V functional and the def2-TZVPD basis",
  "spin_multiplicity": 1,
  "gap_ev": 4.7,
  "homo_ev": -6.17,
  "lumo_energy_ev": -1.4428,
  "elements": ["C", "C", "C", "O", "C", "S", "S", "H", "H", "H", "H", "H", "H", "H", "C", "N", "C", "C", "C", "C", "C", "C", "C", "C", "C", "C", "N", "C", "C", "C", "C", "C", "C", "H", "H", "H", "H", "H", "H", "H", "H", "H", "H", "H", "H", "H", "H", "H", "H", "H", "H", "H", "H", "H"],
  "positions_angstrom": [[-2.70, -0.72, 3.67], [-1.58, 0.20, 3.18], [-2.16, 1.33, 2.35], [-0.62, -0.59, 2.43], [0.58, 0.01, 2.13], [1.61, -0.73, 1.05], [0.96, 1.48, 2.81], [-3.56, -0.13, 4.01], [-3.04, -1.39, 2.88], [-2.36, -1.31, 4.52], [-1.09, 0.62, 4.07], [-3.09, 1.67, 2.81], [-1.48, 2.19, 2.30], [-2.39, 0.99, 1.34], [0.57, -6.90, -0.36], [1.44, -6.64, 0.77], [1.65, -7.75, 1.68], [2.13, -5.46, 0.89], [2.59, -5.00, 2.16], [3.21, -3.77, 2.28], [3.56, -3.01, 1.13], [4.22, -1.76, 1.26], [5.31, -1.41, 0.40], [5.47, -0.08, -0.06], [6.49, 0.27, -0.93], [7.46, -0.68, -1.32], [8.47, -0.37, -2.19], [9.49, -1.36, -2.54], [8.43, 0.79, -3.05], [7.35, -2.01, -0.81], [6.28, -2.37, -0.02], [3.15, -3.51, -0.14], [2.35, -4.63, -0.24], [-0.11, -6.05, -0.53], [1.14, -7.09, -1.29], [-0.03, -7.79, -0.14], [2.08, -7.41, 2.63], [0.68, -8.23, 1.89], [2.31, -8.52, 1.26], [2.41, -5.60, 3.05], [3.48, -3.38, 3.26], [4.03, -1.12, 2.12], [4.72, 0.66, 0.22], [6.55, 1.30, -1.29], [9.95, -1.79, -1.64], [9.08, -2.18, -3.15], [10.26, -0.84, -3.11], [7.78, 1.57, -2.66], [9.45, 1.18, -3.13], [8.10, 0.52, -4.07], [8.10, -2.74, -1.09], [6.16, -3.41, 0.29], [3.40, -2.94, -1.03], [1.94, -4.92, -1.21]]
}

---

{
  "formula": "C21H28N3O9PPdS2",
  "method": "the ωB97M-V functional and the def2-TZVPD basis",
  "spin_multiplicity": 3,
  "gap_ev": [6.9, 7.1],
  "homo_ev": [-2.28, -2.54],
  "total_charge": -2,
  "lumo_energy_ev": [4.6094, 4.5589],
  "elements": ["Pd", "O", "C", "O", "C", "C", "C", "C", "C", "N", "C", "O", "O", "H", "H", "H", "C", "C", "C", "O", "P", "S", "S", "O", "C", "C", "C", "H", "H", "H", "H", "H", "H", "H", "H", "H", "H", "H", "H", "H", "H", "C", "C", "C", "C", "C", "C", "O", "N", "C", "O", "N", "C", "O", "H", "H", "H", "H", "H", "H", "H", "H", "H", "H", "H"],
  "positions_angstrom": [[-0.72, -0.10, 0.18], [1.40, -1.23, 3.66], [0.93, -0.75, 2.62], [-0.29, -0.58, 2.32], [1.92, -0.24, 1.58], [3.29, -0.39, 1.62], [4.04, 0.18, 0.59], [3.41, 0.90, -0.41], [2.03, 1.01, -0.38], [1.34, 0.43, 0.59], [1.17, 1.82, -1.37], [1.78, 2.45, -2.23], [-0.07, 1.77, -1.13], [3.73, -0.93, 2.44], [5.11, 0.07, 0.58], [3.94, 1.38, -1.22], [-2.85, 1.12, 2.70], [-3.67, 0.01, 2.09], [-4.57, -0.70, 3.08], [-4.50, 0.62, 1.07], [-4.56, 0.08, -0.43], [-5.84, 1.16, -1.44], [-2.74, -0.04, -1.28], [-5.11, -1.41, -0.13], [-5.31, -2.52, -1.03], [-4.20, -3.52, -0.78], [-5.42, -2.15, -2.50], [-2.17, 0.71, 3.46], [-3.52, 1.85, 3.16], [-2.25, 1.63, 1.95], [-3.02, -0.74, 1.63], [-5.21, 0.02, 3.59], [-3.95, -1.23, 3.81], [-5.19, -1.42, 2.56], [-6.27, -2.94, -0.71], [-3.25, -3.06, -1.03], [-4.35, -4.41, -1.40], [-4.16, -3.81, 0.27], [-4.45, -1.88, -2.92], [-6.10, -1.32, -2.65], [-5.80, -3.03, -3.03], [-0.69, -4.53, -2.76], [0.74, -4.60, -2.25], [0.90, -4.15, -0.79], [2.38, -4.21, -0.39], [2.63, -4.00, 1.10], [0.14, -5.10, 0.11], [0.33, -6.31, 0.09], [-0.74, -4.52, 0.97], [-1.19, -3.18, 0.96], [-2.11, -2.92, 1.71], [-0.61, -2.31, 0.10], [0.43, -2.68, -0.70], [1.03, -1.87, -1.39], [-0.75, -4.80, -3.81], [-1.10, -3.52, -2.66], [-1.35, -5.20, -2.20], [1.38, -3.95, -2.85], [1.12, -5.62, -2.32], [2.88, -3.42, -0.97], [2.78, -5.17, -0.70], [2.19, -3.06, 1.46], [3.70, -3.95, 1.31], [2.21, -4.81, 1.70], [-1.25, -5.13, 1.59]]
}

---

{
  "formula": "C21H28N4O2",
  "method": "the ωB97M-V functional and the def2-TZVPD basis",
  "spin_multiplicity": 1,
  "gap_ev": 8.0,
  "homo_ev": -7.60,
  "lumo_energy_ev": 0.4016,
  "elements": ["C", "O", "C", "C", "C", "C", "N", "C", "C", "N", "C", "C", "N", "C", "N", "C", "C", "C", "C", "C", "C", "C", "C", "C", "C", "C", "O", "H", "H", "H", "H", "H", "H", "H", "H", "H", "H", "H", "H", "H", "H", "H", "H", "H", "H", "H", "H", "H", "H", "H", "H", "H", "H", "H", "H"],
  "positions_angstrom": [[3.17, 1.29, 2.00], [3.28, 2.41, 1.15], [2.14, 2.83, 0.49], [0.90, 2.23, 0.58], [-0.18, 2.75, -0.14], [-1.49, 2.14, -0.03], [-2.61, 2.86, -0.29], [-3.63, 2.08, -0.02], [-5.02, 2.31, -0.06], [-5.89, 1.40, 0.29], [-5.43, 0.21, 0.71], [-4.11, -0.12, 0.78], [-3.20, 0.82, 0.41], [-1.83, 0.85, 0.39], [-1.02, -0.22, 0.75], [-0.50, -1.14, -0.29], [0.17, -0.32, -1.39], [-1.67, -1.93, -0.90], [0.47, -2.04, 0.50], [1.52, -2.96, -0.15], [2.74, -2.19, -0.66], [0.96, -3.83, -1.28], [2.01, -3.90, 0.96], [0.00, 3.88, -0.93], [1.24, 4.48, -1.02], [2.32, 3.96, -0.32], [3.54, 4.55, -0.42], [2.86, 0.40, 1.44], [4.17, 1.14, 2.41], [2.47, 1.48, 2.81], [0.73, 1.37, 1.21], [-5.39, 3.26, -0.39], [-6.19, -0.51, 1.00], [-3.75, -1.08, 1.12], [-1.48, -0.78, 1.47], [0.49, -0.96, -2.20], [-0.54, 0.41, -1.79], [1.02, 0.23, -1.00], [-1.33, -2.56, -1.73], [-2.42, -1.25, -1.29], [-2.14, -2.58, -0.16], [-0.16, -2.68, 1.14], [1.01, -1.37, 1.18], [2.49, -1.55, -1.50], [3.16, -1.57, 0.13], [3.51, -2.88, -0.99], [0.07, -4.36, -0.95], [1.70, -4.57, -1.58], [0.72, -3.24, -2.16], [1.21, -4.54, 1.32], [2.39, -3.33, 1.81], [2.81, -4.54, 0.60], [-0.85, 4.28, -1.46], [1.40, 5.35, -1.63], [4.15, 4.05, 0.14]]
}

---

{
  "formula": "C21H28N8O2OsS",
  "method": "the ωB97M-V functional and the def2-TZVPD basis",
  "spin_multiplicity": 1,
  "gap_ev": [5.4, 5.4],
  "homo_ev": [-12.80, -12.80],
  "total_charge": 2,
  "lumo_energy_ev": [-7.4155, -7.4155],
  "elements": ["Os", "C", "N", "C", "C", "N", "C", "C", "N", "C", "C", "N", "C", "N", "C", "C", "C", "N", "C", "H", "H", "H", "H", "H", "H", "H", "H", "H", "H", "H", "H", "H", "H", "H", "H", "H", "H", "H", "H", "H", "H", "H", "H", "S", "C", "N", "O", "C", "N", "C", "O", "C", "C", "C", "C", "C", "C", "H", "H", "H", "H"],
  "positions_angstrom": [[-0.23, 0.28, -0.16], [0.80, 2.08, 2.11], [-0.60, 2.40, 2.39], [-0.89, 3.51, 3.29], [-2.41, 3.45, 3.44], [-2.78, 2.25, 2.67], [-4.15, 2.20, 2.16], [-1.69, 1.71, 2.08], [-1.70, 0.60, 1.31], [-2.75, -0.33, 1.69], [-1.00, -2.16, 1.20], [-0.37, -1.80, -0.02], [-0.07, -2.73, -0.94], [0.30, -2.42, -2.20], [0.30, -1.16, -2.91], [0.86, -3.57, -2.90], [0.55, -4.73, -1.97], [-0.02, -4.08, -0.79], [-0.50, -5.00, 0.23], [1.40, 2.67, 2.80], [1.07, 2.35, 1.10], [1.01, 1.02, 2.29], [-0.53, 4.45, 2.87], [-0.37, 3.34, 4.24], [-2.89, 4.32, 3.00], [-2.73, 3.36, 4.48], [-4.65, 3.10, 2.50], [-4.71, 1.36, 2.55], [-4.16, 2.21, 1.07], [-3.75, -0.08, 1.33], [-2.79, -0.47, 2.78], [-1.02, -3.19, 1.50], [-0.60, -1.57, 2.02], [-0.55, -0.53, -2.62], [0.20, -1.39, -3.96], [1.24, -0.62, -2.76], [1.93, -3.43, -3.05], [0.39, -3.67, -3.88], [1.44, -5.30, -1.70], [-0.18, -5.42, -2.40], [-0.59, -5.98, -0.24], [-1.50, -4.76, 0.59], [0.19, -5.10, 1.07], [-4.31, -3.03, -0.44], [-3.30, -2.27, 0.41], [-2.44, -1.67, 1.12], [0.37, 2.07, -1.42], [1.56, 1.66, -1.33], [1.71, 0.49, -0.65], [3.08, 0.19, -0.51], [3.53, -0.75, 0.07], [3.80, 1.29, -1.25], [5.15, 1.49, -1.45], [5.52, 2.61, -2.18], [4.58, 3.51, -2.68], [3.22, 3.31, -2.48], [2.85, 2.19, -1.75], [5.88, 0.80, -1.05], [6.57, 2.80, -2.36], [4.92, 4.37, -3.25], [2.49, 4.00, -2.86]]
}

---

Repeat the third record exactly.
{
  "formula": "C21H28N4O2",
  "method": "the ωB97M-V functional and the def2-TZVPD basis",
  "spin_multiplicity": 1,
  "gap_ev": 8.0,
  "homo_ev": -7.60,
  "lumo_energy_ev": 0.4016,
  "elements": ["C", "O", "C", "C", "C", "C", "N", "C", "C", "N", "C", "C", "N", "C", "N", "C", "C", "C", "C", "C", "C", "C", "C", "C", "C", "C", "O", "H", "H", "H", "H", "H", "H", "H", "H", "H", "H", "H", "H", "H", "H", "H", "H", "H", "H", "H", "H", "H", "H", "H", "H", "H", "H", "H", "H"],
  "positions_angstrom": [[3.17, 1.29, 2.00], [3.28, 2.41, 1.15], [2.14, 2.83, 0.49], [0.90, 2.23, 0.58], [-0.18, 2.75, -0.14], [-1.49, 2.14, -0.03], [-2.61, 2.86, -0.29], [-3.63, 2.08, -0.02], [-5.02, 2.31, -0.06], [-5.89, 1.40, 0.29], [-5.43, 0.21, 0.71], [-4.11, -0.12, 0.78], [-3.20, 0.82, 0.41], [-1.83, 0.85, 0.39], [-1.02, -0.22, 0.75], [-0.50, -1.14, -0.29], [0.17, -0.32, -1.39], [-1.67, -1.93, -0.90], [0.47, -2.04, 0.50], [1.52, -2.96, -0.15], [2.74, -2.19, -0.66], [0.96, -3.83, -1.28], [2.01, -3.90, 0.96], [0.00, 3.88, -0.93], [1.24, 4.48, -1.02], [2.32, 3.96, -0.32], [3.54, 4.55, -0.42], [2.86, 0.40, 1.44], [4.17, 1.14, 2.41], [2.47, 1.48, 2.81], [0.73, 1.37, 1.21], [-5.39, 3.26, -0.39], [-6.19, -0.51, 1.00], [-3.75, -1.08, 1.12], [-1.48, -0.78, 1.47], [0.49, -0.96, -2.20], [-0.54, 0.41, -1.79], [1.02, 0.23, -1.00], [-1.33, -2.56, -1.73], [-2.42, -1.25, -1.29], [-2.14, -2.58, -0.16], [-0.16, -2.68, 1.14], [1.01, -1.37, 1.18], [2.49, -1.55, -1.50], [3.16, -1.57, 0.13], [3.51, -2.88, -0.99], [0.07, -4.36, -0.95], [1.70, -4.57, -1.58], [0.72, -3.24, -2.16], [1.21, -4.54, 1.32], [2.39, -3.33, 1.81], [2.81, -4.54, 0.60], [-0.85, 4.28, -1.46], [1.40, 5.35, -1.63], [4.15, 4.05, 0.14]]
}

---

What did the fourth record say?
{
  "formula": "C21H28N8O2OsS",
  "method": "the ωB97M-V functional and the def2-TZVPD basis",
  "spin_multiplicity": 1,
  "gap_ev": [5.4, 5.4],
  "homo_ev": [-12.80, -12.80],
  "total_charge": 2,
  "lumo_energy_ev": [-7.4155, -7.4155],
  "elements": ["Os", "C", "N", "C", "C", "N", "C", "C", "N", "C", "C", "N", "C", "N", "C", "C", "C", "N", "C", "H", "H", "H", "H", "H", "H", "H", "H", "H", "H", "H", "H", "H", "H", "H", "H", "H", "H", "H", "H", "H", "H", "H", "H", "S", "C", "N", "O", "C", "N", "C", "O", "C", "C", "C", "C", "C", "C", "H", "H", "H", "H"],
  "positions_angstrom": [[-0.23, 0.28, -0.16], [0.80, 2.08, 2.11], [-0.60, 2.40, 2.39], [-0.89, 3.51, 3.29], [-2.41, 3.45, 3.44], [-2.78, 2.25, 2.67], [-4.15, 2.20, 2.16], [-1.69, 1.71, 2.08], [-1.70, 0.60, 1.31], [-2.75, -0.33, 1.69], [-1.00, -2.16, 1.20], [-0.37, -1.80, -0.02], [-0.07, -2.73, -0.94], [0.30, -2.42, -2.20], [0.30, -1.16, -2.91], [0.86, -3.57, -2.90], [0.55, -4.73, -1.97], [-0.02, -4.08, -0.79], [-0.50, -5.00, 0.23], [1.40, 2.67, 2.80], [1.07, 2.35, 1.10], [1.01, 1.02, 2.29], [-0.53, 4.45, 2.87], [-0.37, 3.34, 4.24], [-2.89, 4.32, 3.00], [-2.73, 3.36, 4.48], [-4.65, 3.10, 2.50], [-4.71, 1.36, 2.55], [-4.16, 2.21, 1.07], [-3.75, -0.08, 1.33], [-2.79, -0.47, 2.78], [-1.02, -3.19, 1.50], [-0.60, -1.57, 2.02], [-0.55, -0.53, -2.62], [0.20, -1.39, -3.96], [1.24, -0.62, -2.76], [1.93, -3.43, -3.05], [0.39, -3.67, -3.88], [1.44, -5.30, -1.70], [-0.18, -5.42, -2.40], [-0.59, -5.98, -0.24], [-1.50, -4.76, 0.59], [0.19, -5.10, 1.07], [-4.31, -3.03, -0.44], [-3.30, -2.27, 0.41], [-2.44, -1.67, 1.12], [0.37, 2.07, -1.42], [1.56, 1.66, -1.33], [1.71, 0.49, -0.65], [3.08, 0.19, -0.51], [3.53, -0.75, 0.07], [3.80, 1.29, -1.25], [5.15, 1.49, -1.45], [5.52, 2.61, -2.18], [4.58, 3.51, -2.68], [3.22, 3.31, -2.48], [2.85, 2.19, -1.75], [5.88, 0.80, -1.05], [6.57, 2.80, -2.36], [4.92, 4.37, -3.25], [2.49, 4.00, -2.86]]
}